This record from the Open Molecules 2025 dataset describes 2 unconnected molecules or ions with the total composition CH5INP. The level of theory is wB97M-V/def2-TZVPD.

energy above the lowest of the compared OMol25 structures with the same formula, charge and spin: 128.4 kcal per mole

Atoms and positions in Å:
C -0.62 1.02 -0.97
N 1.06 -0.14 0.18
P 0.52 -0.90 1.62
I 1.92 -1.53 -0.99
H -0.23 1.25 -1.92
H -1.51 0.26 -0.86
H -0.50 1.73 -0.19
H -0.22 0.31 1.90
H -0.41 -2.01 1.22

Atom charges from the natural (NBO) analysis, given in e for atoms 1 to 2:
1. C -0.354
2. N -0.973